(1)
Below is 8 unconnected molecules or ions with the total composition C32H51Br16N4, with properties calculated with wB97M-V/def2-TZVPD.

```
103
Properties=species:S:1:pos:R:3:forces:R:3
C 4.266584 -6.582141 0.832629 -0.2 3.5 -1.1
C 5.741970 -6.184384 0.347743 -1.1 -0.4 -0.4
N 6.309073 -4.910982 -0.176698 -7.7 -4.2 -1.2
C 5.174001 -3.950012 -0.243407 -2.3 0.3 -1.7
C 3.621357 -4.092392 0.126953 1.1 -3.7 1.1
N 2.666796 -2.921665 -0.093762 -0.7 1.0 -2.6
C 1.898995 -2.057548 0.882518 -1.5 1.8 -4.7
C 1.012254 -0.998560 -0.042712 4.5 -5.4 0.1
N 1.407525 -1.447079 -1.438567 1.9 -2.0 0.9
C 0.907811 -0.886153 -2.755814 -0.4 0.8 -1.3
C 0.405703 -2.059838 -3.806970 -0.8 0.5 -0.5
C -0.988478 -2.812951 -3.337652 0.0 0.4 -0.5
C -0.750984 -4.203137 -2.492126 -0.5 -1.0 -1.2
N -1.596148 -4.318611 -1.229310 -3.3 -0.1 5.4
C -1.374808 -5.210483 0.009598 -3.0 0.8 2.2
C -2.555415 -5.087540 1.178105 0.7 2.8 -5.4
C -3.609433 -3.979511 0.570864 5.7 -2.1 -3.3
C -2.911600 -3.597542 -0.869510 -1.2 -0.9 2.8
C 2.417751 -2.597187 -1.556265 -3.1 3.4 5.8
C 3.062957 -5.490776 0.744657 5.2 1.2 -1.8
H 4.050061 -7.663671 1.251300 0.6 2.6 -1.0
H 6.549754 -7.064307 0.414077 -2.0 2.2 -0.1
H 5.486950 -2.883179 -0.684791 -0.9 -2.7 0.9
H 1.915267 -2.135652 2.054022 0.2 -0.1 -2.8
H 0.279507 -0.134530 0.306942 1.8 -2.2 -1.3
H 0.063721 -0.080475 -2.519466 1.8 -2.3 -0.5
H 1.755602 -0.280727 -3.334088 -1.5 -1.3 1.6
H 0.134975 -1.494179 -4.822291 0.7 -1.1 2.3
H 1.271974 -2.815024 -4.102267 -1.8 1.5 0.8
H -1.608468 -3.070099 -4.324871 1.5 0.5 2.2
H -1.631691 -2.004680 -2.769907 1.3 -1.8 -0.9
H 0.403610 -4.430085 -2.297242 -2.6 0.7 0.0
H -1.116317 -5.085993 -3.207651 0.9 1.9 1.5
H -0.492418 -5.954946 0.212418 -1.7 1.8 -1.1
H -2.648168 -5.650636 2.204799 0.5 1.2 -2.5
H -4.612978 -3.560615 1.006700 2.3 -0.9 -1.1
H -3.484074 -2.799061 -1.522692 1.9 -2.0 1.0
H 2.866355 -3.084421 -2.541735 -1.1 1.2 2.7
H 1.938432 -5.642889 1.027512 2.5 0.3 -0.5
Br -0.730081 1.939974 -3.360280 -0.3 0.6 -0.2
C -2.166413 2.704884 -2.284553 0.1 0.2 0.1
C -2.689915 1.704128 -1.281363 -0.3 -0.1 0.0
Br -3.850424 0.389113 -2.136502 0.2 0.0 0.1
H -2.930169 3.063331 -2.980160 0.1 -0.1 0.2
H -1.714828 3.560365 -1.774926 -0.1 -0.1 -0.1
H -3.321790 2.197658 -0.537522 0.1 0.0 -0.2
H -1.900200 1.146640 -0.769432 -0.2 0.2 -0.2
Br -2.830081 6.171889 -4.151770 0.0 0.0 -0.1
C -4.266413 6.936799 -3.076042 0.2 0.1 0.1
C -4.789915 5.936042 -2.072852 -0.3 0.0 0.1
Br -5.950424 4.621028 -2.927991 0.2 -0.1 0.1
H -5.030169 7.295246 -3.771649 0.2 -0.2 0.2
H -3.814828 7.792280 -2.566415 -0.1 -0.2 -0.1
H -5.421790 6.429573 -1.329011 0.2 0.0 -0.2
H -4.000200 5.378555 -1.560922 -0.1 0.2 -0.2
Br 0.731777 7.603874 -2.692411 -0.1 0.0 0.0
C -0.422234 9.174176 -2.780370 0.2 0.0 -0.2
C -0.478131 9.886247 -1.449285 -0.1 0.2 0.0
Br -1.634056 8.942307 -0.192256 0.2 -0.1 0.0
H -1.399674 8.832829 -3.132180 0.2 0.1 0.1
H 0.029353 9.816182 -3.541548 -0.1 -0.1 0.2
H -0.929464 10.876308 -1.559814 0.1 -0.2 0.0
H 0.499035 9.988099 -0.968361 -0.3 -0.1 -0.2
Br 4.901931 -1.900210 4.531634 0.0 -0.1 -0.1
C 6.605722 -2.830095 4.337376 0.3 0.3 0.3
C 7.184989 -2.626342 2.957197 -0.3 0.1 0.6
Br 6.274854 -3.740088 1.638664 2.6 3.0 5.2
H 6.426050 -3.880427 4.582728 0.0 0.2 -0.1
H 7.257551 -2.390206 5.097055 -0.1 -0.1 -0.1
H 8.229925 -2.947689 2.925841 -0.2 0.0 0.0
H 7.115584 -1.593493 2.603755 0.0 -0.2 0.2
Br 0.121485 -4.598198 4.105136 -0.1 0.1 -0.1
C -0.638800 -5.364840 5.729806 0.2 -0.1 0.2
C -1.352216 -6.664171 5.438715 -0.2 -0.1 0.1
Br -3.092352 -6.344551 4.615869 0.1 -0.1 0.1
H -1.287059 -4.602049 6.169791 0.1 -0.2 -0.2
H 0.215679 -5.534652 6.390507 -0.2 -0.1 -0.1
H -1.572214 -7.199983 6.366424 0.1 0.1 -0.1
H -0.797918 -7.324050 4.765046 -0.1 0.2 0.2
Br 2.571701 5.782814 -6.097643 -0.1 0.0 0.1
C 0.624578 5.674421 -6.145492 0.1 -0.3 -0.1
C 0.055836 6.544176 -7.241857 -0.3 0.1 0.0
Br 0.071390 8.426622 -6.728573 0.0 -0.1 -0.1
H 0.265269 5.941837 -5.147963 0.1 0.1 -0.3
H 0.403422 4.620794 -6.336427 0.0 0.2 0.0
H -0.997645 6.307054 -7.415320 0.2 0.0 0.1
H 0.602056 6.467258 -8.186444 -0.1 0.0 0.3
Br 0.401931 -7.306536 9.277991 0.0 -0.1 0.0
C 2.105722 -8.236422 9.083733 0.0 0.2 0.2
C 2.684989 -8.032669 7.703555 0.2 -0.2 -0.1
Br 1.774854 -9.146415 6.385021 0.0 0.2 0.0
H 1.926050 -9.286754 9.329086 0.1 0.3 -0.2
H 2.757551 -7.796532 9.843412 -0.1 -0.1 -0.2
H 3.729925 -8.354016 7.672198 -0.2 0.1 0.1
H 2.615584 -6.999820 7.350113 0.0 -0.3 0.2
Br -7.398069 11.059780 1.484307 0.1 -0.2 0.0
C -5.694278 10.129894 1.290049 -0.1 0.2 0.2
C -5.115011 10.333647 -0.090130 0.2 -0.1 0.0
Br -6.025146 9.219901 -1.408663 -0.2 0.3 0.1
H -5.873950 9.079562 1.535401 0.1 0.2 -0.2
H -5.042449 10.569784 2.049728 0.0 -0.1 -0.2
H -4.070075 10.012300 -0.121486 -0.3 0.1 0.1
H -5.184416 11.366496 -0.443572 -0.1 -0.3 0.2
```
Forces are in eV/Å.

## Properties
LUMO: -3.4563 eV
HOMO: -9.365 eV
Total charge: +1


(2)
Below is 12 unconnected molecules or ions with the total composition C32H52Cl16F12O8, with properties calculated with wB97M-V/def2-TZVPD.

```
120
Properties=species:S:1:pos:R:3:forces:R:3
Cl 4.240446 -4.414068 0.819542 -0.2 0.3 0.1
C 3.748178 -3.492926 -0.636141 0.2 0.9 0.2
C 3.186357 -4.425654 -1.679793 1.6 0.7 0.0
Cl 1.726894 -5.262802 -1.295066 -0.9 -0.5 0.4
H 4.698413 -3.155516 -1.097201 -0.6 0.2 0.4
H 3.108864 -2.600517 -0.373461 0.7 -1.2 -0.1
H 4.032270 -5.137300 -1.813048 -1.0 0.2 -0.6
H 2.986780 -3.750557 -2.516355 0.2 -0.6 -0.4
Cl -0.895931 -2.378308 -3.778480 -1.6 -0.5 -0.4
C 0.826671 -2.347295 -3.528116 0.2 0.5 -0.9
C 1.192350 -0.890318 -3.765546 1.0 -1.1 1.0
Cl 2.994996 -0.836567 -3.771695 0.0 0.4 0.2
H 1.317069 -3.054318 -4.225555 -0.3 0.5 0.4
H 0.921647 -2.651799 -2.519827 0.7 -0.3 0.9
H 0.765914 -0.224079 -3.018751 0.4 -0.1 0.1
H 0.885455 -0.594829 -4.721250 -0.4 0.4 -1.4
Cl -2.818331 -4.562936 4.824653 0.0 0.1 -0.3
C -3.619815 -3.779188 3.415953 0.4 1.8 0.4
C -3.298431 -2.193475 3.469893 -0.8 -1.8 1.5
Cl -4.346119 -1.360471 2.356946 -0.5 0.5 -0.8
H -4.704128 -3.958500 3.539648 0.7 0.2 -0.3
H -3.188621 -4.224058 2.505320 -0.4 0.2 0.4
H -2.277830 -1.961866 3.240757 0.5 -0.2 -0.3
H -3.516673 -1.746330 4.468362 0.2 -0.7 -0.6
Cl 2.026317 -7.433089 3.036308 0.1 0.1 -0.3
C 0.600888 -6.353552 2.977530 -0.9 -0.9 -0.8
C 0.846722 -5.099159 3.711255 -1.2 1.3 1.3
Cl 0.749861 -5.391609 5.511564 0.1 0.2 -0.4
H -0.198488 -6.996839 3.393933 0.2 0.8 -0.2
H 0.335702 -6.056212 1.942880 0.4 -0.6 0.3
H 0.051121 -4.304795 3.489936 1.2 -1.2 0.2
H 1.848998 -4.737409 3.533141 0.1 0.3 -0.2
Cl -1.296472 0.651782 4.401880 -0.2 -0.1 0.3
C 0.145700 -0.023999 5.282001 -0.4 1.8 -0.9
C 0.874181 1.124859 5.981272 0.9 -1.3 0.7
Cl 2.149667 1.883144 4.987466 -0.3 0.0 0.0
H 0.661295 -0.408509 4.410042 0.7 -0.5 0.6
H -0.175872 -0.743069 6.011727 -0.2 -0.5 0.0
H 1.359150 0.702179 6.881452 0.1 0.2 -0.6
H 0.232419 1.887160 6.370395 -0.6 0.4 -0.2
Cl -2.830615 5.175882 -0.193763 -0.3 0.1 -0.5
C -2.199442 5.891199 -1.743445 1.5 -0.8 1.4
C -0.685331 5.614685 -1.725198 0.0 -0.3 0.0
Cl 0.125957 6.444281 -0.295277 -0.5 -0.3 -0.9
H -2.289465 6.951974 -1.660488 -0.7 0.6 -0.3
H -2.730735 5.396709 -2.554519 0.2 0.3 -0.1
H -0.175830 5.994861 -2.614671 -0.2 0.1 0.2
H -0.492462 4.533902 -1.668436 0.1 0.5 0.3
Cl -3.801211 6.485418 5.057382 0.6 -0.1 -0.6
C -2.392484 5.708267 4.183838 -0.2 0.3 0.4
C -2.482267 4.215475 4.368680 -0.6 -0.3 -0.3
Cl -3.745928 3.268436 3.463143 0.1 0.8 -0.2
H -1.464292 6.102695 4.666408 -0.8 -0.5 -0.3
H -2.388736 5.992794 3.133224 -0.2 0.2 0.1
H -2.766154 4.001214 5.379811 0.5 -0.2 0.6
H -1.584978 3.734898 4.029185 0.6 -0.1 0.3
Cl 2.742331 4.426356 -1.837826 0.1 -0.1 0.6
C 3.054041 4.213355 -3.567638 -0.2 -1.0 0.5
C 2.245229 3.024599 -4.142420 0.2 1.7 1.0
Cl 0.481399 3.268140 -3.774587 0.6 -0.4 -0.4
H 4.147552 4.117829 -3.671621 -0.6 -0.2 -0.3
H 2.694146 5.118221 -3.988321 0.0 0.8 -0.7
H 2.560676 2.106334 -3.672262 0.0 -0.4 -0.3
H 2.353452 3.131149 -5.204952 0.0 -0.7 -0.5
C 8.339108 0.376487 -1.811662 0.7 1.1 0.7
C 7.220418 1.213902 -1.298837 -1.5 1.4 1.4
O 6.614140 0.429913 -0.207946 -0.5 1.1 0.8
C 5.671084 1.118090 0.434245 -0.9 2.9 -1.4
O 5.194217 2.229272 0.118088 1.7 -3.2 0.7
C 5.152508 0.405599 1.679958 0.5 -0.2 -1.2
F 5.998794 0.509825 2.681171 0.7 -0.2 0.7
F 4.033056 0.979128 2.031151 -1.2 -0.2 0.5
F 4.973472 -0.890459 1.376842 -0.3 0.0 0.4
H 8.835647 0.975687 -2.564196 0.1 -0.4 -0.7
H 8.003859 -0.599025 -2.099402 -0.1 -0.4 -0.6
H 9.096464 0.267726 -1.017720 -0.4 -0.1 -0.1
H 6.322538 1.444447 -1.907665 1.0 -0.3 -0.5
H 7.489522 2.237905 -0.851971 0.1 -1.6 -0.7
C 0.039863 3.248835 1.439836 0.6 -0.6 0.3
C 1.320964 2.485914 1.125771 0.0 0.6 -0.9
O 1.044000 1.056508 1.169395 0.3 0.9 1.9
C 0.924629 0.378538 0.086075 0.2 2.1 -1.7
O 1.139182 0.762850 -1.049340 -0.1 -0.7 0.8
C 0.303658 -0.934201 0.406165 -0.6 -1.3 -1.1
F -1.006278 -0.870640 0.028359 0.9 -0.2 0.6
F 0.917864 -1.859120 -0.365052 -0.4 -0.2 0.3
F 0.428400 -1.287151 1.672520 -0.4 -0.2 -0.1
H -0.752080 2.782553 0.856647 -0.4 0.2 0.2
H 0.105332 4.321281 1.206932 0.1 -0.5 0.0
H -0.083924 3.101939 2.523455 -0.6 0.2 -0.4
H 2.080697 2.745688 1.848497 0.3 -0.5 0.2
H 1.713796 2.671942 0.137032 0.0 0.3 -0.2
C -5.098116 -2.072187 -1.776872 -0.1 -2.1 1.3
C -3.709077 -2.268438 -1.205985 0.1 -0.7 -0.3
O -3.476399 -3.777784 -1.157022 -0.6 1.1 -0.7
C -2.487340 -4.274575 -0.479570 1.6 2.3 1.5
O -1.758879 -3.642084 0.305307 -1.4 -2.0 -1.8
C -2.390826 -5.814443 -0.648479 -3.0 -0.2 0.7
F -3.437869 -6.271079 0.180538 1.2 0.3 -0.8
F -2.686359 -6.336441 -1.873476 1.1 0.8 1.3
F -1.279679 -6.244568 -0.135891 0.7 -0.7 -0.4
H -5.411281 -1.056596 -1.827772 0.1 0.8 -0.2
H -5.789459 -2.604852 -1.095462 0.1 0.4 -0.3
H -5.159992 -2.599344 -2.722987 -0.1 0.3 -0.3
H -3.543127 -1.846806 -0.223231 -0.1 -0.2 0.2
H -2.986158 -1.860914 -1.897759 0.5 -0.2 0.0
C -2.517134 1.363679 -2.258486 0.4 0.1 0.2
C -2.771600 0.940642 -3.710791 0.6 -1.5 2.2
O -4.154080 0.556854 -3.742357 -0.5 0.0 -0.9
C -4.990627 1.558249 -4.018648 0.4 -0.4 1.0
O -4.738281 2.725396 -4.160260 -0.3 -0.9 -0.3
C -6.410677 0.996893 -3.820898 -1.0 -1.0 0.1
F -7.287090 1.815081 -4.381507 -0.1 -0.2 0.1
F -6.638451 -0.282154 -4.279609 0.6 1.6 0.1
F -6.644861 0.924670 -2.485351 0.1 0.4 -0.5
H -2.893239 2.377780 -2.149836 0.1 0.2 0.4
H -1.447033 1.302124 -1.918721 -1.0 0.1 -0.5
H -3.133447 0.717258 -1.601654 0.5 0.2 -0.3
H -2.134873 0.069985 -3.916713 -0.6 0.1 -0.4
H -2.697436 1.684340 -4.434673 0.9 1.4 -1.0
```
Forces are in eV/Å.

## Properties
SMILES: CCOC(=O)C(F)(F)F.CCOC(=O)C(F)(F)F.CCOC(=O)C(F)(F)F.CCOC(=O)C(F)(F)F.ClCCCl.ClCCCl.ClCCCl.ClCCCl.ClCCCl.ClCCCl.ClCCCl.ClCCCl
LUMO: 0.0675 eV
HOMO: -10.339 eV